--- a ---
# C8H6N2O2

A single C8H6N2O2 molecule (ωB97M-V/def2-TZVPD, the OMol25 dataset).

Positions of all 18 atoms, in Å:
1 O -2.777 -1.314 0.164
2 C -1.755 -0.690 -0.007
3 N -0.529 -1.315 -0.128
4 C 0.645 -0.679 -0.295
5 N 1.830 -1.407 -0.186
6 C 2.980 -0.815 0.221
7 C 3.188 0.630 0.273
8 C 1.985 1.433 -0.032
9 C 0.655 0.812 -0.192
10 C -0.525 1.503 -0.265
11 C -1.764 0.795 -0.049
12 O -3.091 1.142 0.195
13 H -0.687 -2.424 0.159
14 H 3.881 -1.464 0.411
15 H 4.188 0.963 0.402
16 H 2.002 2.567 0.119
17 H -0.481 2.577 -0.091
18 H -3.519 0.271 0.400

Values from the calculation:
HOMO ... -8.203 eV
Lowest unoccupied orbital energy ... -0.39 eV
Multiplicity ... 1
Molecular weight ... 162.15 g mol⁻¹

---

--- b ---
# C8H6N2O2

A single C8H6N2O2 molecule (ωB97M-V/def2-TZVPD, the OMol25 dataset).

Positions of all 18 atoms, in Å:
1 O -3.715 1.157 -0.195
2 C -3.189 -0.001 -0.005
3 O -3.693 -1.148 0.505
4 C -1.821 0.094 -0.100
5 C -0.914 1.193 -0.252
6 N 0.307 0.564 -0.172
7 C 1.496 1.400 0.070
8 C 2.611 0.749 0.332
9 C 2.652 -0.732 0.252
10 C 1.539 -1.495 -0.463
11 C 0.259 -0.787 -0.173
12 N -1.110 -1.058 -0.207
13 H -3.009 -1.730 0.191
14 H -1.019 2.230 0.076
15 H 1.089 2.454 0.154
16 H 3.694 1.009 0.234
17 H 3.609 -1.349 0.373
18 H 1.213 -2.550 -0.620

Values from the calculation:
HOMO ... -8.538 eV
Lowest unoccupied orbital energy ... -0.76 eV
Multiplicity ... 1
Molecular weight ... 162.15 g mol⁻¹

---

Quick one: least stable of them? b

---

--- a ---
# C2H2INO3

A molecular structure, C2H2INO3 (ωB97M-V/def2-TZVPD, the OMol25 dataset).

Positions of all 9 atoms, in Å:
1 C 2.188 -0.577 0.177
2 C -0.305 0.504 -0.661
3 N 0.844 0.989 -0.400
4 O 2.090 -1.761 0.112
5 O 1.493 0.216 0.720
6 O 1.471 1.839 -0.897
7 I 3.686 0.491 -0.997
8 H -0.911 -0.413 -0.179
9 H -0.793 1.023 -1.527

Values from the calculation:
HOMO ... -8.846 eV
Lowest unoccupied orbital energy ... -0.31 eV
Multiplicity ... 1
Molecular weight ... 214.95 g mol⁻¹

---

--- b ---
# C2H2INO3

A molecular structure, C2H2INO3 (ωB97M-V/def2-TZVPD, the OMol25 dataset).

Positions of all 9 atoms, in Å:
1 C -0.023 -0.301 0.165
2 C -1.479 0.963 0.196
3 N 1.113 0.194 -0.205
4 O -0.403 -1.430 0.119
5 O -1.512 2.106 0.441
6 O 2.149 -0.696 -0.335
7 I -3.127 -0.324 -0.132
8 H 1.608 1.098 0.094
9 H 1.675 -1.610 -0.343

Values from the calculation:
HOMO ... -9.427 eV
Lowest unoccupied orbital energy ... 0.02 eV
Multiplicity ... 1
Molecular weight ... 214.95 g mol⁻¹

---

Quick one: least stable of them? a

---

--- a ---
# C3H11O

2 unconnected molecules or ions with the total composition C3H11O (ωB97M-V/def2-TZVPD, the OMol25 dataset).

Positions of all 15 atoms, in Å:
1 O 1.816 1.250 -1.348
2 H 2.005 0.963 -2.265
3 H 1.688 2.211 -1.221
4 H 0.933 0.798 -1.075
5 C 0.698 -0.960 0.917
6 C -0.605 -0.639 0.119
7 C -1.804 0.208 0.627
8 H 1.293 -0.041 1.079
9 H 1.299 -1.535 0.147
10 H 0.482 -1.680 1.721
11 H -1.130 -1.561 -0.080
12 H -0.375 -0.225 -0.911
13 H -2.046 1.107 0.040
14 H -2.689 -0.416 0.598
15 H -1.566 0.522 1.650

Values from the calculation:
HOMO ... -15.169 eV
Lowest unoccupied orbital energy ... -5.11 eV
Multiplicity ... 1
Molecular weight ... 63.12 g mol⁻¹
Net charge ... +1

---

--- b ---
# C3H11O

2 unconnected molecules or ions with the total composition C3H11O (ωB97M-V/def2-TZVPD, the OMol25 dataset).

Positions of all 15 atoms, in Å:
1 O 0.317 -1.491 -1.615
2 H 0.300 -0.896 -0.738
3 H -0.382 -2.139 -1.511
4 H 1.040 -1.869 -2.052
5 C 1.079 0.954 0.327
6 C -0.013 0.249 1.063
7 C -1.429 0.654 0.628
8 H 1.894 0.192 -0.023
9 H 1.560 1.912 0.851
10 H 0.587 1.309 -0.615
11 H 0.109 0.610 2.104
12 H 0.085 -0.861 1.083
13 H -2.153 -0.084 1.005
14 H -1.618 1.796 1.072
15 H -1.777 0.824 -0.358

Values from the calculation:
HOMO ... -15.165 eV
Lowest unoccupied orbital energy ... -4.86 eV
Multiplicity ... 1
Molecular weight ... 63.12 g mol⁻¹
Net charge ... +1

---

Quick one: least stable of them? b